i.
A molecular structure, C2H4NO2P, computed with ωB97M-V/def2-TZVPD.

Its charge is 0. The multiplicity is 1. The HOMO energy comes out at -9.0 eV. Its LUMO energy is -0.1 eV.

Atoms and positions in Å:
C (-0.7368, -0.5602, 0.0804)
C (-0.7611, 0.8943, -0.3105)
N (1.6413, -0.6720, -0.3830)
O (0.4503, -1.2654, -0.4114)
O (1.9279, -0.0589, 0.9988)
P (1.6898, 1.0264, -0.2024)
H (-0.5279, -0.7900, 1.2302)
H (-1.6356, -1.2128, -0.1503)
H (-1.0999, 1.0459, -1.2517)
H (-0.9482, 1.5928, 0.4000)



ii.
2 unconnected molecules or ions with the total composition C2H4NO2P, computed with ωB97M-V/def2-TZVPD.

Its charge is 0. The multiplicity is 1. The HOMO energy (alpha / beta) comes out at -7.4 / -7.4 eV. Its LUMO energy (alpha / beta) is -0.2 / -0.2 eV.

Atoms and positions in Å:
C (-2.6274, -0.1794, 0.3016)
C (2.7048, -0.2116, -0.1416)
N (-1.5311, 0.1934, -0.2319)
O (3.7586, -0.3480, -0.7418)
O (-0.5342, 0.9422, 0.5034)
P (-0.1341, 0.2269, -1.0362)
H (-3.1627, -0.8693, -0.3837)
H (-3.0339, 0.3405, 1.2550)
H (2.0151, 0.5731, -0.3575)
H (2.5450, -0.6677, 0.8325)



iii.
2 unconnected molecules or ions with the total composition C2H4NO2P, computed with ωB97M-V/def2-TZVPD.

Its charge is 0. The multiplicity is 1. The HOMO energy (alpha / beta) comes out at -8.8 / -8.8 eV. Its LUMO energy (alpha / beta) is -0.9 / -0.9 eV. Its SMILES is O=NP=O.C=C.

Atoms and positions in Å:
O (-1.3529, 1.5515, -1.0940)
N (-1.5388, 0.4323, -0.8559)
P (-2.3841, -0.8494, -0.2095)
O (-2.2054, 0.0896, 1.0580)
C (1.4999, 0.3181, 0.4280)
C (1.1352, -0.8096, -0.0471)
H (1.2506, 0.5175, 1.4455)
H (1.8195, 1.1787, -0.1733)
H (1.1909, -0.9462, -1.0914)
H (0.5851, -1.4824, 0.5396)



In order of decreasing stability: iii, i, ii.



i.
2 unconnected molecules or ions with the total composition CH2Cl2FN, computed with ωB97M-V/def2-TZVPD.

Its charge is 0. The multiplicity is 1. The HOMO energy (alpha / beta) comes out at -9.5 / -9.5 eV. Its LUMO energy (alpha / beta) is -1.2 / -1.2 eV.

Atoms and positions in Å:
C (0.6302, -0.1845, 0.2194)
N (-0.2360, 0.6819, -0.3144)
F (-0.7847, -2.1171, 0.5200)
Cl (-1.2009, 1.5207, 0.7099)
Cl (-0.7845, 0.6544, -1.9195)
H (1.3986, -0.6224, -0.4560)
H (0.9773, 0.0671, 1.2406)



ii.
A single CH2Cl2FN molecule, computed with ωB97M-V/def2-TZVPD.

Its charge is 0. The multiplicity is 1. The HOMO energy comes out at -9.7 eV. Its LUMO energy is -0.1 eV. Its SMILES is FCN(Cl)Cl.

Atoms and positions in Å:
F (-0.1689, -0.0394, 1.7522)
C (0.4240, -0.2093, 0.3854)
N (-0.6097, -0.0384, -0.5792)
Cl (-1.7934, 1.1207, -0.2405)
Cl (0.1033, 0.0740, -2.1771)
H (0.7891, -1.3278, 0.3667)
H (1.2556, 0.4202, 0.4925)



In order of decreasing stability: ii, i.



i.
A single C5H6N4 molecule, computed with ωB97M-V/def2-TZVPD.

Its charge is 0. The multiplicity is 1. The HOMO energy comes out at -8.7 eV. Its LUMO energy is 0.1 eV. Its SMILES is C1=NC2=NN3C[C@H]3[C@H]2N1.

Atoms and positions in Å:
C (2.3544, -0.3812, 0.0982)
N (1.6750, -1.5564, -0.0169)
C (0.4411, -1.0428, -0.4397)
N (-0.6599, -1.6902, -0.1280)
N (-1.7524, -0.8565, -0.4250)
C (-2.0559, -0.0967, 0.7463)
C (-1.3131, 0.5076, -0.4325)
C (0.2955, 0.5996, -0.5489)
N (1.4405, 0.8030, 0.3346)
H (3.2848, -0.3067, 0.4741)
H (-3.0442, 0.0994, 1.2642)
H (-1.2896, -0.3602, 1.5294)
H (-1.4863, 1.3807, -1.1296)
H (0.2261, 1.0900, -1.4844)
H (1.8841, 1.8104, 0.1582)



ii.
A single C5H6N4 molecule, computed with ωB97M-V/def2-TZVPD.

Its charge is 0. The multiplicity is 1. The HOMO energy comes out at -10.1 eV. Its LUMO energy is 0.6 eV. Its SMILES is [H]/N=C(/C#N)NNCC#C.

Atoms and positions in Å:
H (-1.1686, -0.7921, 1.5226)
N (-0.2881, -1.4304, 1.6845)
C (0.6874, -0.9056, 1.1424)
C (2.0358, -1.4468, 1.1413)
N (3.1902, -1.6998, 1.1727)
N (0.7334, 0.1429, 0.1947)
N (-0.4334, 0.8995, -0.0511)
C (-0.7845, 0.5844, -1.5535)
C (-1.9966, 1.3439, -1.7785)
C (-2.8766, 2.0889, -1.8256)
H (1.6440, 0.6248, 0.2373)
H (-0.4068, 1.8724, 0.1663)
H (-0.0056, 0.7899, -2.3316)
H (-1.0736, -0.4572, -1.6053)
H (-3.7979, 2.5873, -1.7526)



iii.
A single C5H6N4 molecule, computed with ωB97M-V/def2-TZVPD.

Its charge is 0. The multiplicity is 1. The HOMO energy comes out at -10.6 eV. Its LUMO energy is 0.5 eV. Its SMILES is C[C@@H](C#N)n1cnnc1.

Atoms and positions in Å:
C (1.0262, 1.2485, 0.6340)
C (0.8262, 0.1729, -0.4370)
C (1.8242, -0.8806, -0.3164)
N (2.5054, -1.8056, -0.3179)
N (-0.5116, -0.4094, -0.3643)
C (-1.0683, -1.0588, 0.7143)
N (-2.3739, -1.0515, 0.7665)
N (-2.7875, -0.3341, -0.4831)
C (-1.6651, -0.0584, -1.1102)
H (1.1618, 0.6952, 1.5491)
H (1.9190, 1.9484, 0.4904)
H (0.1878, 1.9995, 0.7518)
H (1.0133, 0.4995, -1.4672)
H (-0.4739, -1.4051, 1.6760)
H (-1.5837, 0.4393, -2.0859)



iv.
A molecular structure, C5H6N4, computed with ωB97M-V/def2-TZVPD.

Its charge is 0. The multiplicity is 1. The HOMO energy comes out at -9.0 eV. Its LUMO energy is 0.1 eV.

Atoms and positions in Å:
C (-2.4788, -0.9896, -0.2816)
C (-1.2026, 1.2079, 0.0121)
C (0.8498, 0.8856, 0.1071)
C (0.9626, -1.4681, 0.0199)
C (0.1600, -0.4705, 0.6530)
H (-3.0417, -0.2158, -1.3263)
H (-3.1472, -0.9111, 0.7229)
H (-2.4742, -2.0620, -0.6353)
H (-2.1353, 1.5449, -0.2676)
H (0.8712, -2.4840, 0.2981)
H (0.0551, -0.5826, 1.7943)
N (-1.1229, -0.1402, 0.0766)
N (-0.0870, 1.8425, 0.0337)
N (2.0232, 0.6135, -0.3252)
N (2.0619, -0.9274, -0.3063)



In order of decreasing stability: iii, ii, iv, i.



i.
A molecular structure, C23H18BrF2IrN3O4, computed with ωB97M-V/def2-TZVPD.

Its charge is 0. The multiplicity is 6. The HOMO energy (alpha / beta) comes out at -6.6 / -7.8 eV. Its LUMO energy (alpha / beta) is -0.1 / -2.5 eV. As for the expectation value of S²: 8.8150.

Atoms and positions in Å:
Ir (-0.1197, 0.3093, -0.3833)
O (0.2506, 1.8750, 1.1392)
C (0.2189, 3.1024, 0.6906)
C (-0.4715, 4.0922, 1.4198)
C (-0.4817, 5.3995, 1.0093)
C (0.2152, 5.8108, -0.1423)
C (0.9071, 4.8731, -0.8590)
C (0.9012, 3.5153, -0.4827)
C (1.6885, 2.5936, -1.2300)
N (1.5700, 1.3101, -1.2153)
C (2.6745, 0.4892, -1.6982)
C (3.3563, -0.1283, -0.4795)
N (2.3730, -0.9099, 0.2434)
C (2.7509, -1.8410, 1.0074)
C (1.8240, -2.7075, 1.7421)
C (2.2552, -3.3376, 2.8888)
C (1.4072, -4.1611, 3.6280)
C (0.0829, -4.3946, 3.2034)
C (-0.3753, -3.8219, 2.0548)
C (0.4718, -2.9622, 1.2550)
O (0.0548, -2.4915, 0.1872)
H (-1.0078, 3.7680, 2.3021)
H (-1.0382, 6.1307, 1.5830)
H (0.2017, 6.8462, -0.4524)
H (1.4552, 5.1644, -1.7488)
H (2.4959, 3.0178, -1.8350)
H (3.3896, 1.0893, -2.2682)
H (2.2839, -0.3020, -2.3413)
H (3.7039, 0.6830, 0.1671)
H (4.2251, -0.7215, -0.7854)
H (3.8190, -2.0456, 1.1684)
H (3.2703, -3.1734, 3.2331)
H (1.7710, -4.6177, 4.5384)
H (-0.5677, -5.0312, 3.7882)
H (-1.3823, -3.9759, 1.6916)
Br (-0.0004, -2.9183, -2.8370)
C (-1.6436, -2.0720, -2.4247)
C (-2.8198, -2.7608, -2.6445)
C (-4.0125, -2.0717, -2.4728)
C (-3.9811, -0.7291, -2.1415)
C (-2.7506, -0.1339, -1.9305)
N (-1.5998, -0.8106, -2.0320)
C (-2.6265, 1.3587, -1.6294)
O (-3.6267, 2.0408, -1.7288)
O (-1.4253, 1.7494, -1.3761)
H (-2.7931, -3.7939, -2.9576)
H (-4.9564, -2.5782, -2.6275)
H (-4.8702, -0.1243, -2.0430)
F (-2.1981, -1.2652, 1.0737)
C (-1.4764, -0.0998, 1.2444)
F (-2.4109, 0.8978, 1.2898)
H (-0.9819, -0.1359, 2.2180)



ii.
A molecular structure, C23H18BrF2IrN3O4, computed with ωB97M-V/def2-TZVPD.

Its charge is 0. The multiplicity is 6. The HOMO energy (alpha / beta) comes out at -5.9 / -8.1 eV. Its LUMO energy (alpha / beta) is 0.1 / -1.7 eV. As for the expectation value of S²: 8.7981.

Atoms and positions in Å:
Ir (-0.0447, -0.5878, 0.3964)
O (-1.7615, -2.6834, 1.0369)
C (-3.0977, -2.3285, 0.9572)
C (-4.0806, -3.2064, 0.5654)
C (-5.4112, -2.7908, 0.5072)
C (-5.7397, -1.4829, 0.8471)
C (-4.7602, -0.6115, 1.2617)
C (-3.3971, -0.9951, 1.3674)
C (-2.4987, -0.0699, 1.9238)
N (-1.1246, -0.1807, 2.0701)
C (-0.5671, 0.6762, 3.1077)
C (0.9200, 0.8803, 2.8356)
N (1.0286, 1.1056, 1.4099)
C (1.4909, 2.1677, 0.8833)
C (1.4010, 2.4740, -0.5242)
C (2.2678, 3.4511, -1.0405)
C (2.2329, 3.8181, -2.3638)
C (1.2808, 3.2226, -3.2004)
C (0.3905, 2.2931, -2.7198)
C (0.4163, 1.8816, -1.3671)
O (-0.4790, 1.0176, -0.9696)
H (-3.8358, -4.2175, 0.2686)
H (-6.1724, -3.4871, 0.1837)
H (-6.7657, -1.1451, 0.7810)
H (-5.0181, 0.4053, 1.5312)
H (-2.9338, 0.8493, 2.3116)
H (-0.7056, 0.2283, 4.0978)
H (-1.0821, 1.6469, 3.1113)
H (1.4603, -0.0364, 3.0741)
H (1.3379, 1.7048, 3.4196)
H (1.9993, 2.8957, 1.5234)
H (2.9873, 3.9061, -0.3674)
H (2.9160, 4.5614, -2.7514)
H (1.2395, 3.5031, -4.2462)
H (-0.3466, 1.8311, -3.3632)
Br (4.1953, -0.4709, 1.8829)
C (3.7839, -0.2346, 0.0473)
C (4.7087, 0.4063, -0.7633)
C (4.4061, 0.5264, -2.1104)
C (3.2296, -0.0213, -2.5929)
C (2.3755, -0.6261, -1.6872)
N (2.6331, -0.7013, -0.3803)
C (1.1051, -1.3072, -2.1676)
O (0.9148, -1.4563, -3.3490)
O (0.3043, -1.7298, -1.2157)
H (5.6307, 0.7853, -0.3480)
H (5.0937, 1.0327, -2.7755)
H (2.9505, 0.0051, -3.6360)
F (-0.0975, -4.0514, 1.1366)
C (-1.3809, -3.9552, 0.7393)
F (-1.4230, -4.1842, -0.5902)
H (-1.9768, -4.7145, 1.2517)



In order of decreasing stability: ii, i.



i.
A single CH2N4S molecule, computed with ωB97M-V/def2-TZVPD.

Its charge is 0. The multiplicity is 1. The HOMO energy comes out at -9.9 eV. Its LUMO energy is 0.4 eV. Its SMILES is Sc1nnn[nH]1.

Atoms and positions in Å:
S (1.9197, 0.0652, -0.0404)
C (0.2223, -0.0874, 0.0586)
N (-0.6047, -1.1341, 0.0041)
N (-1.8442, -0.6538, -0.0416)
N (-1.8819, 0.5876, -0.0040)
N (-0.5445, 1.0202, 0.0368)
H (2.3929, -1.2063, 0.3078)
H (-0.3144, 1.9476, 0.0202)



ii.
A molecular structure, CH2N4S, computed with ωB97M-V/def2-TZVPD.

Its charge is 0. The multiplicity is 1. The HOMO energy comes out at -9.3 eV. Its LUMO energy is 0.8 eV.

Atoms and positions in Å:
C (-0.5722, -0.2133, 0.1250)
H (-2.3225, 1.0791, 0.1312)
H (2.2117, 0.6638, 0.1524)
N (0.1183, -1.3485, 0.0186)
N (1.3510, -1.0491, -0.1059)
N (1.3166, 0.2925, -0.1776)
N (0.1940, 0.9121, -0.0315)
S (-2.2970, -0.3366, -0.1122)



In order of decreasing stability: i, ii.



i.
2 unconnected molecules or ions with the total composition C3H5BrS, computed with ωB97M-V/def2-TZVPD.

Its charge is 0. The multiplicity is 1. The HOMO energy (alpha / beta) comes out at -8.9 / -8.1 eV. Its LUMO energy (alpha / beta) is -0.6 / 0.2 eV.

Atoms and positions in Å:
C (-1.5782, 1.6583, -1.0237)
C (-1.8725, 0.5594, -0.1191)
C (1.0530, -1.1392, 1.0257)
S (-2.1447, 2.0719, 0.6498)
Br (-3.0626, -0.8852, 0.0184)
H (-0.5723, 1.7706, -1.2617)
H (-2.1570, 1.8969, -1.7910)
H (1.7785, -0.9221, 0.3706)
H (0.9069, -2.1833, 1.0339)
H (0.3673, -0.3626, 1.3021)



ii.
2 unconnected molecules or ions with the total composition C3H5BrS, computed with ωB97M-V/def2-TZVPD.

Its charge is 0. The multiplicity is 1. The HOMO energy (alpha / beta) comes out at -8.4 / -9.1 eV. Its LUMO energy (alpha / beta) is -0.5 / -0.7 eV.

Atoms and positions in Å:
C (-0.8733, -0.4837, -0.6973)
C (-1.9774, -0.3707, 0.2923)
C (0.4859, -0.0902, -0.2949)
S (-1.5517, -2.0375, 0.2100)
Br (-3.6183, 0.4469, -0.0401)
H (-1.0473, -0.5677, -1.7701)
H (-0.8269, 0.3728, 1.9096)
H (1.2062, -0.8032, -0.9286)
H (0.6110, -0.2479, 0.8251)
H (0.7008, 1.0211, -0.5475)



In order of decreasing stability: ii, i.